(1)
{"formula": "C23H52IN2O2RuSSbSi", "method": "ωB97M-V/def2-TZVPD", "e_lumo_ev": [-6.8, -8.3], "charge": 2, "multiplicity": 5, "orbital_gap_ev": [7.367, 6.465], "species": ["H", "O", "C", "C", "H", "H", "O", "C", "H", "H", "C", "H", "H", "N", "H", "H", "C", "C", "H", "H", "Ru", "C", "H", "H", "H", "H", "C", "C", "C", "H", "H", "Si", "H", "C", "H", "C", "C", "H", "H", "H", "H", "H", "H", "H", "C", "H", "H", "H", "H", "H", "H", "I", "H", "H", "C", "C", "H", "S", "N", "H", "C", "H", "H", "H", "H", "H", "H", "H", "C", "H", "H", "H", "Sb", "C", "H", "H", "C", "C", "H", "C", "H", "C", "H", "H"], "positions_angstrom": [[1.739, 1.502, -2.502], [1.093, -2.358, -1.004], [3.161, 2.386, 0.473], [3.299, 3.900, 0.765], [-3.544, 1.371, 0.778], [-2.891, -0.217, 2.753], [3.597, -1.491, 0.305], [-1.428, -2.041, -3.139], [-0.435, -1.614, -2.995], [3.277, -2.922, -3.228], [-0.950, -3.656, 1.773], [2.083, 2.977, 3.460], [-0.543, 0.387, 2.576], [1.580, -0.932, 1.744], [-1.561, 1.514, 1.652], [1.794, 1.225, 3.517], [-0.815, 1.436, 2.440], [-1.915, -3.532, 0.594], [-0.642, -4.436, -0.927], [-1.342, -3.122, -3.017], [0.694, -0.400, 0.065], [-1.633, -4.568, -0.489], [3.542, -4.372, -1.181], [5.094, 2.019, 1.316], [0.701, 2.340, 4.328], [0.029, 3.999, -2.373], [-1.192, 2.276, -0.856], [0.718, 1.377, -2.151], [2.007, -2.948, -1.639], [-1.727, -1.849, -4.173], [3.296, 2.718, -1.701], [1.317, 1.971, 0.594], [2.041, -4.525, -0.221], [3.716, 2.076, -0.927], [-1.664, -5.565, -0.042], [4.074, 1.658, 1.476], [-3.680, -0.801, 0.805], [-1.299, 1.750, 3.371], [-4.582, -0.696, 2.758], [1.696, 3.898, -1.820], [0.763, 4.508, 2.001], [4.107, 0.585, 1.313], [2.297, -1.510, -3.040], [2.992, 4.158, 1.779], [-4.142, 0.575, 0.335], [-2.948, -3.614, 0.942], [-1.543, 1.287, -0.562], [-0.570, 4.059, 3.050], [-2.547, -0.369, -2.376], [4.794, 2.261, -0.920], [3.577, 1.030, -1.212], [1.771, -5.791, -2.544], [-1.188, -2.978, 2.594], [-4.370, -1.560, 0.422], [0.407, 2.334, 2.206], [-2.471, -1.446, -2.199], [-1.583, 2.984, -0.128], [2.923, -1.617, 1.586], [2.571, -2.421, -2.710], [-4.620, -1.608, -1.766], [-3.851, -2.080, -2.377], [-1.660, 2.509, -1.819], [2.761, 4.539, 0.069], [0.623, 0.297, -1.900], [-5.174, 0.740, 0.654], [-4.121, 0.689, -0.751], [0.034, 1.485, -2.998], [-4.161, -1.969, -3.419], [0.662, 3.782, -1.505], [3.827, 1.849, 2.513], [-2.364, -4.552, -1.295], [-0.985, -4.675, 2.168], [-1.891, -1.517, -0.134], [-3.604, -0.922, 2.326], [4.361, 4.155, 0.685], [0.443, 4.540, -0.751], [0.333, 2.358, -1.019], [-0.063, 3.807, 2.112], [0.078, -3.458, 1.461], [1.318, 2.203, 3.435], [-3.846, -3.148, -2.155], [2.458, -4.300, -1.195], [-0.774, 3.992, 1.308], [-3.334, -1.926, 2.657]], "forces_ev_per_angstrom": [[-0.013, 0.045, -0.004], [0.280, 0.338, -0.026], [0.227, -0.174, 0.031], [0.083, -0.011, 0.021], [0.016, 0.004, -0.011], [-0.001, -0.009, -0.011], [-0.064, -0.044, -0.192], [-0.098, -0.029, -0.081], [0.016, 0.047, 0.018], [-0.009, -0.010, -0.010], [-0.056, -0.095, 0.004], [0.088, -0.023, -0.016], [0.064, -0.006, -0.012], [0.233, 0.251, -0.652], [-0.019, -0.017, -0.058], [-0.029, -0.024, -0.036], [-0.072, 0.023, 0.099], [0.212, -0.060, -0.013], [-0.033, 0.015, 0.045], [0.002, 0.025, 0.011], [-0.350, -1.058, 0.288], [0.014, -0.030, 0.056], [0.011, 0.038, 0.054], [-0.054, 0.019, 0.030], [0.040, 0.009, -0.032], [0.045, -0.002, 0.036], [-0.079, 0.096, -0.072], [0.122, 0.039, 0.043], [-0.205, 0.166, 0.006], [0.011, -0.035, 0.019], [0.019, -0.058, 0.006], [0.203, 0.509, -0.004], [0.020, 0.023, 0.043], [0.117, 0.134, -0.043], [0.005, 0.014, -0.019], [0.020, -0.010, -0.042], [-0.045, 0.046, 0.125], [0.007, 0.021, -0.060], [0.022, -0.003, -0.023], [-0.014, 0.015, 0.029], [0.052, -0.001, -0.007], [0.017, 0.101, -0.073], [-0.022, -0.010, -0.029], [0.002, -0.034, -0.005], [-0.041, -0.047, 0.042], [-0.006, -0.117, 0.033], [-0.001, -0.087, 0.019], [0.031, -0.023, -0.024], [-0.008, 0.026, -0.051], [-0.051, -0.002, -0.003], [0.013, -0.024, 0.052], [-0.087, -0.116, -0.126], [0.003, 0.027, -0.026], [-0.062, 0.033, 0.067], [-0.079, 0.075, 0.186], [-0.076, -0.075, -0.061], [0.004, -0.011, -0.028], [-0.099, -0.201, 0.626], [0.096, 0.045, 0.052], [0.023, 0.023, 0.002], [0.025, 0.033, -0.150], [0.023, 0.006, 0.042], [-0.066, 0.008, -0.062], [-0.123, -0.158, -0.143], [0.033, -0.017, 0.008], [0.009, -0.027, 0.013], [0.024, 0.058, 0.013], [0.005, -0.020, 0.018], [-0.079, 0.093, -0.073], [-0.105, 0.046, 0.156], [-0.011, 0.020, 0.004], [-0.014, 0.028, -0.002], [0.093, 0.233, 0.067], [-0.107, 0.047, -0.033], [-0.051, -0.002, -0.030], [-0.010, -0.046, -0.012], [-0.125, -0.042, -0.176], [-0.043, 0.001, 0.091], [-0.013, -0.019, -0.023], [-0.014, 0.032, 0.051], [0.021, 0.018, 0.011], [0.069, -0.035, 0.029], [0.020, -0.021, 0.034], [0.002, 0.006, -0.027]], "lowdin_charge": [0.07, -0.22, -0.60, -0.06, 0.06, 0.06, -0.50, -0.13, 0.03, 0.13, -0.14, 0.08, 0.05, -0.50, 0.04, 0.07, -0.12, -0.53, 0.02, 0.07, 1.03, -0.13, 0.07, 0.10, 0.10, 0.11, -0.11, -0.10, -0.65, 0.10, 0.07, 0.85, 0.05, -0.08, 0.10, -0.08, -0.54, 0.11, 0.10, 0.07, 0.08, 0.02, 0.13, 0.08, -0.12, 0.09, 0.00, 0.11, 0.07, 0.11, 0.07, 0.93, 0.07, 0.08, -0.62, -0.54, 0.08, 0.84, 0.23, 0.07, -0.11, 0.11, 0.07, 0.01, 0.10, 0.07, 0.11, 0.10, -0.06, 0.07, 0.07, 0.09, 1.57, -0.12, 0.11, 0.09, -0.61, -0.06, 0.04, -0.08, 0.08, -0.57, 0.07, 0.07]}

***

(2)
{"formula": "C23H53F4O17PS5", "method": "ωB97M-V/def2-TZVPD", "e_lumo_ev": -1.1, "orbital_gap_ev": 7.589, "species": ["C", "C", "H", "H", "H", "S", "H", "C", "C", "S", "H", "H", "O", "H", "H", "H", "H", "C", "H", "C", "H", "H", "C", "H", "F", "P", "H", "O", "H", "S", "H", "O", "O", "O", "H", "H", "H", "O", "H", "H", "O", "H", "H", "H", "O", "H", "H", "C", "O", "H", "O", "H", "C", "H", "C", "H", "C", "F", "O", "C", "C", "H", "O", "H", "C", "C", "O", "H", "H", "C", "O", "C", "H", "H", "H", "O", "C", "S", "H", "H", "H", "C", "H", "H", "C", "H", "H", "C", "H", "H", "C", "H", "F", "O", "H", "H", "O", "H", "H", "S", "F", "H", "C"], "positions_angstrom": [[-3.903, -5.853, -4.912], [1.187, -3.453, 0.700], [4.370, -1.177, 1.711], [-0.696, 0.218, -5.955], [0.728, -0.338, -5.085], [2.625, -1.341, 0.131], [-4.274, -6.830, -5.233], [-0.424, 3.357, 2.621], [-6.594, -5.700, -0.579], [3.722, 4.111, 7.052], [1.419, 2.062, -4.701], [-5.032, -3.845, -9.941], [1.776, -0.513, 0.950], [1.196, 2.953, 4.245], [2.678, 1.866, 2.953], [-1.296, 4.079, 2.833], [-2.694, -0.209, -2.261], [4.326, 2.587, 1.492], [3.060, 2.096, 6.044], [-2.521, 0.866, -2.224], [4.919, 3.559, 1.335], [-1.736, 1.109, -1.509], [-0.899, 1.843, 2.798], [3.923, 3.045, 3.672], [-0.194, 0.961, 3.671], [2.234, 4.344, 2.355], [-3.441, 1.385, -1.955], [2.562, -1.306, -1.306], [-3.310, -4.296, -9.785], [-5.767, -4.775, -1.841], [2.219, 4.067, 0.934], [3.314, 4.524, 8.561], [-0.639, 0.598, -3.908], [5.572, 0.957, 3.844], [-5.946, -5.765, 0.294], [-4.856, -0.763, -3.020], [4.606, -0.102, 0.308], [-3.381, -5.346, -7.238], [-7.531, -5.201, -0.332], [-6.796, -6.697, -0.972], [-4.432, -5.295, -1.992], [1.406, -4.472, -1.194], [-0.149, 3.500, 1.508], [1.273, -4.344, 1.327], [-1.727, 2.829, -3.753], [0.491, -2.773, 1.200], [3.270, 5.194, 2.896], [0.853, 3.757, 3.518], [-6.659, -4.631, -2.960], [3.815, 7.795, 9.226], [-2.943, 0.893, -4.804], [-2.567, -4.304, -5.627], [-5.459, -1.627, -2.733], [4.931, -1.847, 0.142], [3.318, 2.797, 2.717], [-3.464, -5.950, -3.919], [0.017, 0.487, -5.170], [-1.853, 1.171, 0.662], [5.147, 3.925, 6.986], [2.944, 2.520, 7.043], [-2.024, 1.350, 2.070], [-4.690, -1.630, -0.735], [-5.697, -3.369, -1.046], [-4.766, -5.189, -4.836], [-4.323, -4.507, -9.443], [3.401, 6.957, 8.661], [3.020, 4.966, 6.130], [5.050, 5.590, 9.000], [-3.856, -2.753, -1.803], [5.977, 1.377, 2.725], [5.146, 1.392, 1.572], [0.768, 1.757, -5.523], [3.800, 5.565, 10.238], [3.433, 1.884, 7.779], [3.638, 7.110, 7.606], [-5.736, -4.548, -7.248], [4.306, -1.096, 0.627], [-4.418, -4.196, -7.703], [0.539, 4.672, 4.143], [-4.588, -5.547, -9.631], [-1.995, -5.948, -5.877], [7.528, 1.840, 2.697], [8.045, 1.277, 3.561], [-6.472, -1.292, -2.497], [-4.839, -2.345, -1.548], [8.064, 1.521, 1.742], [2.313, 6.968, 8.753], [3.969, 5.641, 9.161], [0.077, 2.582, -5.711], [0.480, -2.979, -1.291], [-2.884, -5.315, -5.899], [-5.533, -2.289, -3.599], [1.232, 5.748, 1.999], [2.490, -2.877, 0.621], [-0.263, -4.417, -0.579], [7.640, 2.947, 2.935], [-3.839, -2.906, -7.431], [3.680, 2.464, 0.542], [1.886, 2.643, 7.275], [-2.027, 1.423, -3.829], [-3.293, 1.072, 2.666], [1.372, 1.610, -6.421], [0.671, -3.857, -0.669]], "forces_ev_per_angstrom": [[-0.164, 0.091, -0.125], [-0.871, -0.438, -0.168], [-0.060, 0.061, -0.097], [-0.106, 0.043, 0.178], [-0.230, -0.001, 0.302], [0.679, -0.495, 0.264], [0.112, 0.038, -0.009], [0.746, -0.930, -0.713], [-0.012, 0.103, 0.141], [-0.344, -0.397, 0.555], [-0.003, -0.116, -0.073], [0.015, 0.004, 0.179], [-0.016, -0.263, -0.582], [-0.461, 0.932, -1.230], [1.119, 1.283, -0.725], [1.314, -1.403, -0.233], [0.078, 0.086, -0.045], [-1.983, 0.885, -0.049], [0.111, 0.122, 0.024], [0.181, -0.070, 0.003], [-0.388, -1.518, 0.287], [-0.058, -0.017, -0.210], [-0.410, -0.380, -1.310], [-0.942, -0.451, -1.392], [-2.264, 2.259, -0.217], [-0.218, -0.403, 1.054], [0.079, 0.050, -0.143], [-0.332, 0.197, 0.597], [-0.079, -0.015, 0.081], [-0.334, 0.302, 0.532], [-0.165, 0.342, 0.866], [0.014, -0.657, -0.748], [-0.850, 0.199, 0.495], [0.831, 1.451, -4.664], [-0.029, 0.042, -0.100], [-0.032, -0.060, 0.023], [-0.201, -0.215, -0.057], [-0.401, 0.523, -0.824], [0.103, -0.009, -0.072], [0.079, 0.122, -0.107], [-0.580, 0.423, -0.023], [-0.068, -0.014, 0.112], [-0.650, -0.198, 1.582], [0.298, 0.203, 0.032], [-0.292, -0.546, -0.307], [0.178, 0.097, -0.030], [-0.922, -0.218, -0.586], [-0.730, 0.955, 0.347], [0.711, -0.156, 0.301], [-0.011, -0.106, 0.035], [0.440, 0.491, 0.174], [-0.099, 0.012, -0.190], [-0.109, -0.179, -0.255], [-0.162, -0.008, 0.000], [1.064, -0.448, 0.194], [0.023, 0.020, -0.182], [0.546, 0.091, -0.869], [-1.924, 1.422, 3.244], [-0.548, 0.509, -0.155], [-0.104, 0.017, 0.125], [1.043, 0.231, 0.890], [-0.149, -0.311, 0.159], [-0.172, -0.997, 0.036], [0.080, -0.064, 0.043], [0.116, -0.132, -0.035], [-0.038, 0.079, -0.329], [0.594, -0.235, 0.181], [-0.100, -0.152, -0.110], [-0.118, -0.169, 0.043], [0.142, -0.981, 3.813], [1.546, 1.355, 1.878], [-0.133, 0.324, 0.007], [-0.093, -0.323, -0.167], [-0.010, 0.096, -0.066], [0.000, 0.000, 0.092], [0.576, 0.442, -0.060], [-0.111, -0.463, -0.161], [0.277, -0.490, -0.107], [0.612, -1.403, -0.974], [0.015, 0.097, 0.075], [-0.083, 0.071, -0.367], [-0.225, -0.923, 0.059], [-1.077, 0.883, -1.337], [0.120, 0.024, 0.063], [0.402, 0.841, -0.540], [-0.888, 0.797, 1.101], [0.099, -0.008, 0.090], [0.331, 0.945, 0.335], [0.053, -0.074, -0.006], [0.003, -0.063, 0.054], [0.103, -0.151, 1.060], [0.038, 0.084, 0.042], [0.789, -0.839, 0.099], [0.418, 0.771, -0.021], [0.073, 0.000, 0.072], [-0.318, -1.375, -0.649], [-0.409, -0.504, 0.182], [1.169, -0.066, 1.403], [0.105, 0.046, -0.011], [0.364, -0.393, 0.310], [3.354, -0.752, -2.185], [-0.032, -0.083, 0.069], [-0.034, 0.199, -0.264]], "lowdin_charge": [-0.08, -0.27, 0.08, 0.12, 0.12, 0.60, 0.09, -0.15, -0.12, 0.59, 0.08, 0.08, -0.29, 0.07, 0.10, 0.13, 0.06, -0.23, 0.06, -0.13, 0.13, 0.05, -0.11, 0.08, 0.00, 0.84, 0.08, -0.28, 0.07, 0.61, 0.05, -0.26, -0.26, 0.05, 0.07, 0.06, 0.06, -0.27, 0.08, 0.08, -0.29, 0.09, 0.11, 0.12, -0.28, 0.11, 0.06, -0.28, -0.27, 0.08, -0.28, 0.12, -0.06, 0.08, -0.34, 0.06, -0.27, 0.03, -0.28, -0.11, -0.11, 0.12, -0.26, 0.06, -0.13, -0.08, -0.30, 0.12, 0.11, -0.38, -0.14, -0.08, 0.12, 0.08, 0.07, -0.28, -0.12, 0.60, 0.10, 0.07, 0.12, 0.00, 0.10, 0.09, -0.27, 0.09, 0.09, -0.27, 0.07, 0.07, -0.26, 0.08, -0.42, -0.26, 0.08, 0.09, -0.28, 0.13, 0.08, 0.60, 0.04, 0.08, -0.07]}

***

It is found that the E values, taken in the order of the records, are -67686.118 -133844.140 eV.